Entry 1:
Density functional theory data (ωB97M-V/def2-TZVPD) for a cluster of 2 separate species, C3H8N2OS in total.

Computed properties:
- maximum force (Eh/bohr) = 0.0783
- highest occupied orbital energy (eV) = -8.82
- E_tot (eV) = -19100.074
- gap between HOMO and LUMO (eV) = 7.433
- multiplicity = 1

XYZ file:
```
15
Properties=species:S:1:pos:R:3:forces:R:3:nbo_charge:R:1
C 1.195450 -0.844932 0.095499 0.48 -0.77 0.01 0.65
C 0.802546 -1.726888 1.239763 0.03 -0.14 -0.01 -0.71
C -0.915946 1.213710 -2.150201 0.61 0.01 0.24 -0.77
N -0.969670 0.587034 1.641711 1.43 -1.14 -1.86 -0.70
N 0.424412 0.256815 -0.062282 -2.85 1.30 2.53 -0.59
O 2.087607 -1.062133 -0.695552 0.10 -0.21 0.06 -0.58
S 0.491973 1.515541 -1.017736 -0.21 0.57 -0.76 0.62
H 1.208178 -2.720553 1.081697 0.08 -0.02 -0.02 0.24
H -0.279338 -1.744771 1.333433 0.03 -0.06 0.07 0.25
H 1.209297 -1.315678 2.161233 0.02 0.00 0.11 0.23
H -0.578339 0.626397 -2.997583 -0.03 -0.08 -0.08 0.23
H -1.282656 2.178816 -2.481920 -0.07 0.10 -0.05 0.23
H -1.679094 0.677502 -1.596420 -0.10 0.01 0.06 0.24
H -1.451115 1.366714 1.198058 0.27 0.18 -0.23 0.33
H -0.263305 0.992427 2.250298 0.21 0.24 -0.08 0.33
```
Forces are in eV/Å.

Entry 2:
Density functional theory data (ωB97M-V/def2-TZVPD) for an isolated molecule of C6H11N.

Computed properties:
- maximum force (Eh/bohr) = 0.0580
- highest occupied orbital energy (eV) = -9.01
- E_tot (eV) = -7887.863
- gap between HOMO and LUMO (eV) = 10.077
- multiplicity = 1

XYZ file:
```
18
Properties=species:S:1:pos:R:3:forces:R:3:nbo_charge:R:1
C 1.534114 -0.435500 2.035499 0.03 0.00 -0.08 -0.60
C 0.174464 -0.442248 1.329817 -0.15 -0.06 -0.02 -0.40
C 0.178968 0.106632 -0.093790 -0.45 0.21 0.07 -0.35
C -1.150985 0.084479 -0.888544 -0.62 0.22 0.06 -0.26
C -1.527240 1.325620 -1.641339 -0.22 0.16 -0.08 -0.59
C -0.071900 -0.735370 -1.328496 0.36 0.67 1.14 0.28
N 0.642278 -1.531460 -2.000084 0.02 0.75 0.94 -0.55
H 1.442219 -0.807343 3.063776 -0.01 0.06 -0.23 0.21
H 2.261485 -1.070365 1.517715 -0.09 0.08 0.04 0.20
H 1.951663 0.576878 2.089159 -0.08 -0.14 -0.05 0.20
H -0.219380 -1.466576 1.322927 0.02 0.11 -0.02 0.20
H -0.532397 0.156000 1.922647 0.10 -0.10 -0.05 0.20
H 0.755697 1.032232 -0.214730 -0.18 -0.28 -0.13 0.21
H 1.350508 -1.266800 -1.293899 1.78 -1.89 -1.47 0.37
H -1.934650 -0.446057 -0.358330 -0.27 0.10 -0.04 0.23
H -1.878218 2.067436 -0.920456 -0.08 0.08 -0.19 0.21
H -0.663175 1.739495 -2.175380 -0.17 -0.12 0.12 0.21
H -2.313451 1.112946 -2.366493 0.00 0.15 -0.01 0.22
```
Forces are in eV/Å.

Entry 3:
Density functional theory data (ωB97M-V/def2-TZVPD) for a structure of composition C3H12FN6O3Ti.

Computed properties:
- maximum force (Eh/bohr) = 0.1102
- highest occupied orbital energy (spin up / spin down) (eV) = -2.83 / -9.52
- ⟨S²⟩ = 3.75
- E_tot (eV) = -44221.728
- gap between HOMO and LUMO (spin up / spin down) (eV) = 3.502 / 10.026
- multiplicity = 4

XYZ file:
```
26
Properties=species:S:1:pos:R:3:forces:R:3:nbo_charge:R:1
Ti -1.165188 -0.295471 0.676504 -0.84 -0.20 0.05 1.05
F -3.280098 -1.297261 0.790174 2.29 0.73 -0.43 -0.88
C -0.580828 2.890929 1.231614 2.09 -1.14 -1.60 0.77
O -1.160248 1.845759 0.980304 -1.32 -1.40 0.03 -0.74
N -1.135028 4.008919 1.553634 -3.49 3.00 1.71 -0.80
N 0.713822 3.055949 1.001134 1.22 -0.55 0.11 -0.87
H -0.612338 4.753289 1.992724 -0.26 -0.15 -0.24 0.39
H -2.140188 4.000389 1.652044 0.15 0.15 0.32 0.41
H 1.123802 3.937409 1.275084 0.55 -0.53 -0.55 0.38
H 1.129292 2.293029 0.485924 0.84 0.06 0.25 0.38
C 1.783522 -1.930001 0.997394 0.27 -0.38 0.28 0.73
O 0.666872 -1.609881 0.608674 -1.55 0.77 -0.49 -0.76
N 2.924612 -1.378911 0.711184 0.90 2.95 -2.42 -0.86
N 2.028732 -2.939551 1.763544 -1.54 -4.38 3.25 -0.81
H 3.785482 -1.633681 1.173884 -0.21 0.59 -0.37 0.40
H 2.713962 -0.566521 0.149254 1.33 0.68 -0.08 0.38
H 1.228222 -3.380961 2.193004 0.18 -0.14 0.03 0.40
H 2.932572 -3.160711 2.156324 -0.31 0.19 -0.19 0.39
C -1.351328 -0.702341 -2.336336 0.96 0.65 0.55 0.78
O -1.312388 0.185289 -1.503766 -0.13 1.56 1.10 -0.73
N -1.066308 -0.569531 -3.600446 0.34 1.76 -2.50 -0.81
N -1.513708 -1.951181 -2.019776 -1.54 -3.55 1.46 -0.80
H -0.939418 -1.415161 -4.137946 0.23 0.83 -0.36 0.40
H -0.827408 0.377399 -3.858026 0.19 -0.48 -0.72 0.42
H -1.905528 -2.495511 -2.774936 0.00 -0.42 0.40 0.38
H -2.040898 -2.021691 -1.161166 -0.35 -0.60 0.40 0.42
```
Forces are in eV/Å.

Entry 4:
Density functional theory data (ωB97M-V/def2-TZVPD) for a cluster of 2 separate species, C8H15BrN3 in total.

Computed properties:
- maximum force (Eh/bohr) = 0.1162
- highest occupied orbital energy (eV) = -12.73
- E_tot (eV) = -83042.538
- gap between HOMO and LUMO (eV) = 9.712
- net charge = +1
- multiplicity = 1

XYZ file:
```
27
Properties=species:S:1:pos:R:3:forces:R:3:nbo_charge:R:1
C 1.850069 -0.937912 0.588819 0.86 -0.15 -1.36 -0.19
C 2.284129 0.384930 0.815138 -0.17 -1.74 1.62 -0.21
C 2.413263 0.970221 -0.401630 -0.33 1.17 0.57 -0.08
C -2.501590 -1.207358 -0.811619 -1.44 -1.04 0.72 -0.69
C -1.266249 1.546464 1.557793 0.56 0.69 -1.22 -0.67
C 2.030596 0.233707 -2.727693 -4.44 -3.70 1.50 -0.39
C -2.576890 0.095598 -0.050408 2.31 -0.40 -1.12 -0.14
C -1.537813 0.273818 0.797614 -2.59 2.01 2.00 0.11
N 1.670185 -1.096207 -0.709559 -0.71 -1.35 -0.72 -0.23
N 1.922208 0.040086 -1.296094 2.43 2.19 0.98 -0.13
N -0.761407 -0.789886 1.493049 -1.67 -1.01 -1.16 -0.76
Br 2.424618 0.815379 2.631073 0.38 0.82 0.06 0.11
H 1.848300 -1.857602 1.161643 -0.11 0.46 0.50 0.25
H 2.798309 2.008493 -0.528708 -0.62 -1.16 -0.70 0.26
H -2.876028 -1.119935 -1.806430 0.23 0.51 -1.01 0.26
H -1.513492 -1.753222 -0.850353 -1.15 0.66 0.29 0.22
H -0.153709 1.814509 1.338524 -2.01 0.15 0.41 0.24
H -2.029772 2.218975 1.100778 1.15 0.32 0.67 0.25
H -1.409985 1.512745 2.663980 0.02 -0.19 -0.75 0.23
H 1.513651 1.111436 -2.853624 -1.36 2.03 -1.12 0.21
H 2.969121 0.339917 -3.074184 3.29 -0.28 -1.07 0.22
H 1.404364 -0.673763 -3.068816 1.37 1.60 -0.43 0.24
H -3.343751 -1.822666 -0.423751 0.81 -0.40 0.15 0.24
H -3.299741 0.898992 -0.445727 1.53 -1.14 1.06 0.27
H -1.356904 -1.609496 1.767236 0.60 0.75 -0.48 0.45
H -0.446758 -0.326735 2.365110 0.72 -0.68 -0.76 0.46
H -0.054724 -1.070487 0.767841 0.33 -0.11 1.33 0.48
```
Forces are in eV/Å.

Q: What is the formula in the first record?
A: C3H8N2OS